A single C17H30N2O3 molecule. Source: OMol25; level of theory: ωB97M-V with the def2-TZVPD basis set.

Summary:
Max |F| = 0.769 eV Å⁻¹
SMILES = CCCCC[C@@H](O)CCC(=O)NNC1=CC(=O)CC(C)(C)C1
Lowest unoccupied orbital energy = 0.62 eV
Total charge = 0
Energy above the lowest of the compared OMol25 structures with the same formula, charge and spin = 0.0 kJ/mol
HOMO level = -8.90 eV
Gap between HOMO and LUMO = 0.34999 hartree

Bonds (Å) are listed after each position.
Positions of all 52 atoms, in Å:
1 C -0.87967 2.18588 -2.61774  C2 1.525, H23 1.087, H24 1.088, H25 1.088
2 C 0.29026 3.06856 -3.03797  C1 1.525, C3 1.529, H26 1.093, H27 1.092
3 C 1.61258 2.30764 -3.14203  C2 1.529, C4 1.527, H28 1.093, H29 1.093
4 C 2.09256 1.75813 -1.80106  C3 1.527, C5 1.529, H30 1.091, H31 1.092
5 C 3.48623 1.13835 -1.91220  C4 1.529, C6 1.542, H32 1.092, H33 1.092
6 C 3.90022 0.36762 -0.64274  C5 1.542, O7 1.404, C8 1.546, H34 1.098
7 O 3.68603 1.11790 0.52438  C6 1.404, H35 0.971
8 C 3.20025 -1.01065 -0.60160  C6 1.546, C9 1.534, H36 1.091, H37 1.090
9 C 3.06059 -1.56659 0.82174  C8 1.534, C10 1.512, H38 1.090, H39 1.093
10 C 1.76822 -1.09980 1.45262  C9 1.512, O11 1.214, N12 1.362
11 O 1.23007 -0.03742 1.21806  C10 1.214
12 N 1.23327 -1.96351 2.36040  C10 1.362, N13 1.393, H40 1.010
13 N -0.00679 -1.69862 2.93675  N12 1.393, C14 1.381, H41 1.016
14 C -1.13389 -1.75048 2.13961  N13 1.381, C15 1.347, C22 1.496
15 C -1.17752 -2.44902 0.98865  C14 1.347, C16 1.449, H42 1.080
16 C -2.36360 -2.53224 0.16072  C15 1.449, O17 1.216, C18 1.517
17 O -2.38357 -3.14294 -0.89112  C16 1.216
18 C -3.59715 -1.82820 0.69424  C16 1.517, C19 1.531, H43 1.091, H44 1.095
19 C -3.27895 -0.60168 1.55281  C18 1.531, C20 1.530, C21 1.530, C22 1.536
20 C -2.60753 0.48218 0.70720  C19 1.530, H45 1.087, H46 1.088, H47 1.087
21 C -4.57050 -0.04571 2.15572  C19 1.530, H48 1.087, H49 1.088, H50 1.088
22 C -2.33583 -1.04371 2.68204  C14 1.496, C19 1.536, H51 1.093, H52 1.095
23 H -0.74770 1.81966 -1.60335  C1 1.087
24 H -1.80918 2.74999 -2.65390  C1 1.088
25 H -0.97206 1.33129 -3.28465  C1 1.088
26 H 0.06750 3.51192 -4.01179  C2 1.093
27 H 0.40148 3.88569 -2.32140  C2 1.092
28 H 1.49806 1.48358 -3.85079  C3 1.093
29 H 2.37457 2.98212 -3.54137  C3 1.093
30 H 1.38166 1.01308 -1.44217  C4 1.091
31 H 2.12204 2.57046 -1.07194  C4 1.092
32 H 3.52460 0.45043 -2.75958  C5 1.092
33 H 4.21184 1.93368 -2.09208  C5 1.092
34 H 4.98597 0.20574 -0.66863  C6 1.098
35 H 2.73021 1.12273 0.69621  O7 0.971
36 H 2.20499 -0.92672 -1.04071  C8 1.091
37 H 3.77500 -1.70714 -1.21237  C8 1.090
38 H 3.09656 -2.65643 0.81652  C9 1.090
39 H 3.88424 -1.19393 1.43665  C9 1.093
40 H 1.60310 -2.89272 2.50121  N12 1.010
41 H 0.02137 -0.91536 3.58265  N13 1.016
42 H -0.30233 -2.95270 0.60451  C15 1.080
43 H -4.23391 -1.55995 -0.15040  C18 1.091
44 H -4.14220 -2.56327 1.29545  C18 1.095
45 H -3.24031 0.75208 -0.13464  C20 1.087
46 H -2.43098 1.37521 1.30317  C20 1.088
47 H -1.65247 0.13669 0.32032  C20 1.087
48 H -5.24795 0.27124 1.36676  C21 1.087
49 H -5.07524 -0.79894 2.75730  C21 1.088
50 H -4.35857 0.81363 2.78839  C21 1.088
51 H -2.02589 -0.17461 3.26762  C22 1.093
52 H -2.86970 -1.72315 3.35454  C22 1.095